Here is a cluster of 2 separate species, C6H9IN2 in total in a non-equilibrium geometry from the Open Molecules 2025 dataset. Energies are from the ωB97M-V functional and the def2-TZVPD basis.

Calculated values
* energy relative to the best compared isomer or geometry (same formula, charge and spin): 57.7 kJ/mol
* largest force on an atom: 0.08573 Eh/bohr
* frontier orbital gap (spin up / spin down): 6.5 / 6.7 eV
* LUMO energy (spin up / spin down): 0.7 / -2.2 eV

```
! wB97M-V def2-TZVPD RIJCOSX def2/J DEFGRID3
* xyz 0 3
C -0.33756 -1.43100 2.19219
C -0.22692 -1.37098 0.81985
C 0.09996 -0.01300 0.53330
C -0.33660 -2.51645 -0.25187
C 1.08854 2.62316 -0.76107
C 0.77938 1.19094 -1.09220
N 0.09219 0.72466 1.58862
N -0.21164 -0.14684 2.61861
I 2.21815 0.17980 -2.20710
H -0.46056 -2.32841 2.79638
H -1.28931 -2.22729 -0.78427
H 0.42910 -2.52306 -1.05907
H -0.28005 -3.51644 0.10416
H 2.10989 2.67828 -0.46144
H 0.66586 2.94284 0.11874
H 0.94664 3.19558 -1.62720
H -0.30780 1.09338 -1.40535
H -0.30066 0.20246 3.56819
*
```